1.
Formula: C10H19CoN4O2S
Source: OMol25
Level of theory: ωB97M-V/def2-TZVPD

- spin multiplicity = 5
- maximum force (Eh/bohr) = 0.0159
- electronic energy (Eh) = -2542.37856
- E_HOMO (spin up / spin down) (eV) = -14.6 / -14.6
- LUMO level (spin up / spin down) (eV) = -5.965 / -9.335
- total charge = +2

Each line ends with the Löwdin spin population.
Geometry (Å):
Co (0.30, -0.13, 0.12)  2.72
N (0.02, -1.69, 1.64)  0.06
C (-1.39, -1.99, 2.04)  0.00
C (-2.32, -2.20, 0.85)  0.00
C (-2.57, -0.94, 0.06)  0.01
O (-3.66, -0.51, -0.21)  0.02
O (-1.46, -0.34, -0.39)  0.11
H (0.45, -2.54, 1.29)  0.00
H (0.54, -1.45, 2.48)  0.00
H (-1.75, -1.17, 2.65)  0.00
H (-1.40, -2.88, 2.66)  0.00
H (-3.28, -2.56, 1.20)  0.00
H (-1.91, -2.96, 0.18)  0.00
S (1.76, 1.18, 1.56)  0.66
C (2.91, 0.23, 0.70)  0.05
C (4.28, 0.29, 0.89)  0.11
C (5.09, -0.56, 0.14)  -0.01
C (4.49, -1.40, -0.78)  0.11
C (3.10, -1.40, -0.93)  0.03
N (2.33, -0.61, -0.21)  0.07
H (4.70, 0.97, 1.62)  0.00
H (6.16, -0.55, 0.27)  0.00
H (5.09, -2.08, -1.38)  0.01
H (2.61, -2.06, -1.64)  0.00
N (-1.02, 3.25, -3.89)  0.00
C (0.24, 3.46, -3.07)  0.00
C (0.75, 2.17, -2.45)  0.00
N (-0.08, 1.62, -1.38)  0.04
H (-1.31, 4.11, -4.35)  0.00
H (-1.80, 2.93, -3.31)  0.00
H (-0.87, 2.55, -4.62)  0.00
H (-0.01, 4.20, -2.31)  0.00
H (0.98, 3.89, -3.74)  0.00
H (1.75, 2.39, -2.07)  0.00
H (0.87, 1.40, -3.22)  0.00
H (-0.95, 1.19, -1.70)  0.00
H (-0.34, 2.33, -0.70)  0.00


2.
Formula: C10H19F3I3NNbO2
Source: OMol25
Level of theory: ωB97M-V/def2-TZVPD

- maximum force (Eh/bohr) = 0.0654
- electronic energy (Eh) = -1847.40424
- E_HOMO (eV) = -5.1
- LUMO level (eV) = 1.708
- total charge = -1

Each line ends with the Löwdin charge.
Geometry (Å):
C (0.34, 2.73, 2.13)  -0.12
C (-0.56, 2.65, 0.91)  -0.43
O (-0.07, 1.81, -0.11)  -0.40
Nb (-0.27, -0.18, -0.18)  1.26
I (-1.77, -0.41, 2.24)  0.16
I (-0.67, -2.94, -0.50)  0.12
C (1.76, -0.39, 0.82)  -0.35
C (2.34, -1.75, 1.23)  -0.42
C (1.89, -2.14, 2.66)  -0.68
I (1.12, -4.12, 2.88)  0.65
C (0.90, -0.24, -2.14)  -0.27
O (2.08, -1.11, -2.06)  -0.06
C (3.13, -0.64, -2.65)  -0.86
F (2.92, -0.36, -3.94)  0.15
F (3.61, 0.46, -2.10)  0.15
F (4.08, -1.54, -2.60)  0.19
C (-2.07, 0.11, -1.56)  -0.35
C (-3.31, 0.48, -0.89)  -0.63
C (-4.36, -0.60, -0.70)  -0.08
N (-3.56, 1.65, -0.51)  0.10
H (0.34, 1.83, 2.73)  0.01
H (1.34, 2.88, 1.74)  0.07
H (0.08, 3.63, 2.68)  0.07
H (-0.50, 3.66, 0.50)  0.10
H (-1.61, 2.54, 1.15)  0.05
H (1.77, 0.24, 1.71)  0.03
H (2.48, 0.08, 0.15)  0.03
H (3.41, -1.60, 1.35)  0.09
H (2.25, -2.56, 0.52)  0.03
H (1.20, -1.40, 3.03)  -0.01
H (2.73, -2.10, 3.32)  0.02
H (0.29, -0.63, -2.94)  0.05
H (1.19, 0.78, -2.35)  0.07
H (-1.84, 0.84, -2.33)  0.06
H (-2.24, -0.83, -2.08)  0.00
H (-5.09, -0.44, -1.49)  0.08
H (-4.88, -0.45, 0.23)  0.06
H (-3.96, -1.60, -0.80)  0.05
H (-4.47, 1.67, -0.07)  0.04


3.
Formula: C10H19FNO7P
Source: OMol25
Level of theory: ωB97M-V/def2-TZVPD

- structure (SMILES) = COCCCC[C@H](OC=O)P(N)O.O=C1OC[C@@H](F)O1
- maximum force (Eh/bohr) = 0.1745
- electronic energy (Eh) = -1414.92081
- E_HOMO (eV) = -8.9
- LUMO level (eV) = -0.067
- total charge = 0

Each line ends with the Löwdin charge.
Geometry (Å):
C (5.03, -0.48, 2.12)  -0.12
O (3.94, 0.52, 1.92)  -0.26
C (3.22, 0.08, 0.70)  -0.23
C (1.63, -0.04, 1.10)  -0.19
C (1.23, -1.30, 2.06)  -0.21
C (-0.15, -1.22, 2.88)  -0.20
C (-1.52, -0.83, 2.10)  -0.43
O (-2.05, -1.77, 1.12)  -0.13
C (-1.24, -1.96, -0.07)  -0.14
O (-0.70, -3.20, -0.24)  -0.06
P (-1.63, 1.04, 1.55)  0.90
N (-3.35, 1.57, 1.64)  -0.21
O (-1.17, 1.26, -0.10)  -0.40
H (4.60, -1.60, 2.12)  0.10
H (5.55, -0.34, 3.17)  0.10
H (5.79, -0.29, 1.24)  0.11
H (3.29, 0.96, -0.09)  0.13
H (3.67, -0.87, 0.19)  0.13
H (1.33, 0.95, 1.69)  0.12
H (1.02, -0.14, 0.08)  0.10
H (2.12, -1.44, 2.85)  0.13
H (1.24, -2.31, 1.43)  0.12
H (-0.33, -2.26, 3.44)  0.14
H (-0.01, -0.43, 3.76)  0.13
H (-2.34, -0.84, 2.97)  0.15
H (-1.00, -1.20, -0.92)  0.14
H (-3.69, 1.52, 0.64)  0.04
H (-3.29, 2.62, 1.82)  0.03
H (-0.28, 1.71, -0.16)  0.06
C (-1.71, 0.13, -4.12)  -0.07
C (-1.57, 1.45, -3.44)  -0.34
O (-2.28, 2.33, -4.28)  0.14
C (-3.25, 1.57, -4.86)  -0.50
O (-4.23, 2.02, -5.43)  0.15
O (-2.99, 0.23, -4.72)  0.08
F (-0.28, 1.84, -3.41)  0.08
H (-0.96, -0.03, -4.90)  0.15
H (-1.67, -0.71, -3.42)  0.13
H (-1.99, 1.48, -2.43)  0.15


What did the second record say?
Formula: C10H19F3I3NNbO2
Source: OMol25
Level of theory: ωB97M-V/def2-TZVPD

- maximum force (Eh/bohr) = 0.0654
- electronic energy (Eh) = -1847.40424
- E_HOMO (eV) = -5.1
- LUMO level (eV) = 1.708
- total charge = -1

Each line ends with the Löwdin charge.
Geometry (Å):
C (0.34, 2.73, 2.13)  -0.12
C (-0.56, 2.65, 0.91)  -0.43
O (-0.07, 1.81, -0.11)  -0.40
Nb (-0.27, -0.18, -0.18)  1.26
I (-1.77, -0.41, 2.24)  0.16
I (-0.67, -2.94, -0.50)  0.12
C (1.76, -0.39, 0.82)  -0.35
C (2.34, -1.75, 1.23)  -0.42
C (1.89, -2.14, 2.66)  -0.68
I (1.12, -4.12, 2.88)  0.65
C (0.90, -0.24, -2.14)  -0.27
O (2.08, -1.11, -2.06)  -0.06
C (3.13, -0.64, -2.65)  -0.86
F (2.92, -0.36, -3.94)  0.15
F (3.61, 0.46, -2.10)  0.15
F (4.08, -1.54, -2.60)  0.19
C (-2.07, 0.11, -1.56)  -0.35
C (-3.31, 0.48, -0.89)  -0.63
C (-4.36, -0.60, -0.70)  -0.08
N (-3.56, 1.65, -0.51)  0.10
H (0.34, 1.83, 2.73)  0.01
H (1.34, 2.88, 1.74)  0.07
H (0.08, 3.63, 2.68)  0.07
H (-0.50, 3.66, 0.50)  0.10
H (-1.61, 2.54, 1.15)  0.05
H (1.77, 0.24, 1.71)  0.03
H (2.48, 0.08, 0.15)  0.03
H (3.41, -1.60, 1.35)  0.09
H (2.25, -2.56, 0.52)  0.03
H (1.20, -1.40, 3.03)  -0.01
H (2.73, -2.10, 3.32)  0.02
H (0.29, -0.63, -2.94)  0.05
H (1.19, 0.78, -2.35)  0.07
H (-1.84, 0.84, -2.33)  0.06
H (-2.24, -0.83, -2.08)  0.00
H (-5.09, -0.44, -1.49)  0.08
H (-4.88, -0.45, 0.23)  0.06
H (-3.96, -1.60, -0.80)  0.05
H (-4.47, 1.67, -0.07)  0.04